# 1
The following is a quantum chemistry calculation of a structure of composition C33H50N5PPd, from the OMol25 dataset.

Structure (XYZ):
```
90
Properties=species:S:1:pos:R:3
Pd -0.59 0.11 -1.56
C 2.09 1.86 3.44
C 2.43 0.64 2.58
C 3.29 -0.34 3.37
C 3.07 1.02 1.26
C 4.16 1.88 1.32
C 4.76 2.44 0.20
C 4.22 2.11 -1.05
C 3.17 1.23 -1.19
C 2.71 0.80 -2.56
C 2.95 1.81 -3.66
C 3.35 -0.54 -2.92
C 2.54 0.60 -0.03
N 1.57 -0.27 -0.27
C 1.17 -1.24 0.65
C -0.10 -1.60 0.92
N -1.25 -1.05 0.38
C -2.39 -1.09 1.10
C -3.65 -1.23 0.42
C -4.82 -1.40 1.14
C -4.85 -1.41 2.53
C -3.66 -1.16 3.20
C -2.46 -0.95 2.53
C -1.31 -0.36 3.34
C -1.77 0.84 4.17
C -0.62 -1.36 4.28
C -3.71 -1.31 -1.09
C -4.12 -2.71 -1.55
C -4.62 -0.25 -1.70
H 1.58 1.54 4.36
H 1.42 2.54 2.92
H 2.99 2.41 3.74
H 1.49 0.14 2.37
H 4.27 0.10 3.61
H 3.47 -1.25 2.79
H 2.81 -0.62 4.32
H 4.54 2.16 2.30
H 5.60 3.12 0.29
H 4.67 2.54 -1.94
H 1.62 0.62 -2.48
H 4.02 1.95 -3.87
H 2.53 2.79 -3.41
H 2.48 1.47 -4.59
H 4.44 -0.42 -3.03
H 2.96 -0.94 -3.86
H 3.15 -1.27 -2.13
H 1.96 -1.84 1.13
H -0.24 -2.46 1.58
H -5.75 -1.55 0.60
H -5.78 -1.57 3.08
H -3.67 -1.08 4.28
H -0.57 0.00 2.63
H -2.38 0.53 5.03
H -2.38 1.52 3.57
H -0.91 1.40 4.56
H -1.35 -1.77 4.99
H 0.17 -0.86 4.86
H -0.17 -2.18 3.73
H -2.70 -1.12 -1.45
H -5.13 -2.95 -1.20
H -3.43 -3.45 -1.16
H -4.11 -2.78 -2.64
H -5.66 -0.35 -1.36
H -4.62 -0.33 -2.79
H -4.28 0.75 -1.45
N 1.69 4.00 0.20
C 0.41 3.46 0.19
C -0.09 2.85 -0.98
N -1.29 2.29 -1.02
C -2.02 2.36 0.11
C -1.55 3.01 1.22
N -0.33 3.57 1.28
H 2.36 3.46 -0.34
H 2.02 4.12 1.15
H 0.51 2.83 -1.88
H -2.98 1.86 0.11
H -2.16 3.10 2.11
C -0.65 -3.44 -4.92
P -0.88 -2.38 -3.39
C 0.67 -2.89 -2.54
C -0.40 -0.79 -4.16
H 0.33 -3.28 -5.37
H -1.42 -3.19 -5.65
H -0.76 -4.49 -4.66
H 1.53 -2.87 -3.21
H 0.54 -3.90 -2.14
H 0.85 -2.21 -1.70
H 0.57 -0.85 -4.66
H -0.39 0.09 -3.47
H -1.16 -0.56 -4.92
```

Lowest unoccupied orbital energy: 0.179 Eh
HOMO level: 0.39 eV
Net charge: -2

Atom charges from the Mulliken analysis, given in e for atoms 1 to 8: -0.523, -1.521, 2.789, -1.858, 0.237, -0.089, -1.559, -0.251


# 2
The following is a quantum chemistry calculation of a structure of composition C33H51N3SSi2V, from the OMol25 dataset.

Structure (XYZ):
```
91
Properties=species:S:1:pos:R:3
V -0.44 0.64 -0.77
C 2.06 2.13 2.46
C 1.17 1.07 3.06
C 0.14 1.42 3.92
C -0.67 0.45 4.50
C -0.45 -0.89 4.22
C 0.58 -1.25 3.37
C 1.39 -0.28 2.80
H 2.70 2.58 3.22
H 1.46 2.94 2.03
H 2.69 1.72 1.68
H -0.04 2.47 4.14
H -1.47 0.74 5.17
H -1.08 -1.65 4.67
H 0.76 -2.30 3.15
H 2.19 -0.57 2.14
C 0.07 3.82 -1.27
C -1.13 3.57 -0.36
N -1.90 2.39 -0.82
C -2.63 2.62 -2.07
C -2.65 1.40 -2.98
S -1.01 0.66 -3.26
C -0.03 2.07 -3.88
C 1.16 2.35 -2.96
N 0.75 2.57 -1.58
H 0.73 4.55 -0.80
H -0.27 4.27 -2.21
H -1.75 4.47 -0.30
H -0.78 3.34 0.65
H -2.55 2.13 -0.09
H -2.18 3.47 -2.60
H -3.67 2.92 -1.87
H -3.12 1.65 -3.93
H -3.21 0.59 -2.52
H -0.69 2.93 -3.98
H 0.33 1.82 -4.87
H 1.72 3.20 -3.37
H 1.81 1.48 -2.97
H 1.52 2.36 -0.94
C -0.93 -2.65 -2.12
Si -2.09 -2.37 -0.65
C -1.82 -3.79 0.57
C -3.80 -2.65 -1.39
C -1.90 -0.73 0.20
Si -3.39 -0.13 1.07
C -3.04 1.43 2.12
C -4.83 0.42 -0.04
C -4.13 -1.38 2.28
H -0.82 -3.72 -2.31
H 0.06 -2.23 -1.95
H -1.34 -2.20 -3.02
H -1.87 -4.76 0.08
H -2.58 -3.76 1.35
H -0.85 -3.71 1.07
H -3.81 -3.61 -1.91
H -4.06 -1.88 -2.13
H -4.60 -2.67 -0.64
H -1.21 -0.96 1.04
H -3.51 2.33 1.72
H -1.97 1.62 2.24
H -3.45 1.31 3.13
H -4.57 1.25 -0.70
H -5.65 0.77 0.60
H -5.22 -0.39 -0.66
H -3.37 -1.70 3.00
H -4.48 -2.28 1.76
H -4.97 -0.96 2.84
N 1.42 -0.13 -0.58
C 2.56 -0.65 -0.56
C 2.79 -2.13 -0.72
C 3.88 -2.65 -1.41
C 4.03 -4.02 -1.56
C 3.09 -4.89 -1.01
C 2.01 -4.38 -0.31
C 1.86 -3.01 -0.17
C 3.81 0.14 -0.23
C 4.69 -0.32 0.75
C 5.77 0.46 1.17
C 6.00 1.69 0.58
C 5.16 2.14 -0.43
C 4.07 1.37 -0.82
H 4.62 -1.98 -1.83
H 4.87 -4.42 -2.11
H 3.21 -5.96 -1.13
H 1.28 -5.05 0.13
H 1.01 -2.59 0.36
H 4.52 -1.29 1.21
H 6.42 0.09 1.95
H 6.85 2.29 0.89
H 5.35 3.09 -0.91
H 3.42 1.72 -1.61
```

Expectation value of S²: 3.762
Lowest unoccupied orbital energy (alpha / beta): 0.003 / 0.003 Eh
HOMO level (alpha / beta): -6.12 / -7.24 eV
Spin multiplicity: 4

Atom charges from the Mulliken analysis, given in e for atoms 1 to 8: 0.859, -0.886, 0.501, -0.562, -0.499, -0.414, -0.667, 0.221


# 3
The following is a quantum chemistry calculation of a cluster of 14 separate species, C33H52BrN13O3S in total, from the OMol25 dataset.

Structure (XYZ):
```
103
Properties=species:S:1:pos:R:3
C -1.15 -0.31 1.22
C -0.81 0.83 2.15
Br -1.59 2.53 1.48
C 0.64 0.96 2.59
C 1.75 1.05 1.54
C 1.62 2.19 0.49
C 1.10 1.74 -0.86
S 2.19 0.46 -1.47
O 1.43 -0.62 -2.02
O 3.07 1.00 -2.47
O 3.04 0.01 -0.20
C 2.09 -0.29 0.88
H -0.89 -0.15 0.18
H -0.61 -1.18 1.56
H -2.20 -0.55 1.32
H -1.38 0.65 3.04
H 0.74 1.81 3.25
H 0.83 0.10 3.21
H 2.64 1.32 2.08
H 1.11 3.05 0.88
H 2.63 2.52 0.30
H 0.05 1.46 -0.87
H 1.20 2.57 -1.53
H 1.25 -0.79 0.41
H 2.63 -0.91 1.58
C 0.63 4.95 -4.25
C 0.94 5.00 -2.83
N 1.16 5.04 -1.71
H -0.41 5.22 -4.41
H 1.27 5.63 -4.80
H 0.78 3.94 -4.62
C 5.94 0.10 -1.96
C 7.39 -0.03 -1.82
N 8.52 -0.13 -1.71
H 5.64 1.13 -1.81
H 5.64 -0.22 -2.95
H 5.45 -0.53 -1.22
C -5.16 -1.03 3.88
C -3.73 -1.17 4.11
N -2.61 -1.27 4.30
H -5.44 0.01 3.92
H -5.42 -1.44 2.91
H -5.71 -1.58 4.65
C 3.58 -0.87 -5.11
C 3.56 -0.78 -6.56
N 3.54 -0.70 -7.70
H 3.30 -1.88 -4.81
H 4.58 -0.65 -4.74
H 2.88 -0.16 -4.67
C 3.71 -4.18 -8.82
C 3.82 -5.49 -8.18
N 3.90 -6.50 -7.68
H 3.98 -3.40 -8.11
H 4.39 -4.12 -9.67
H 2.69 -4.02 -9.16
C 3.27 -3.31 -2.11
C 4.72 -3.46 -2.02
N 5.85 -3.58 -1.95
H 3.00 -2.26 -2.02
H 2.92 -3.68 -3.07
H 2.79 -3.86 -1.31
C -5.39 3.10 1.31
C -6.07 1.96 1.94
N -6.60 1.08 2.45
H -5.74 4.02 1.77
H -4.30 3.03 1.41
H -5.63 3.11 0.24
C -0.05 -5.51 -1.82
C 0.17 -4.49 -0.80
N 0.34 -3.69 0.00
H 0.30 -6.47 -1.46
H -1.11 -5.57 -2.06
H 0.51 -5.25 -2.72
C -6.26 1.87 6.43
C -6.20 0.50 6.93
N -6.15 -0.57 7.31
H -7.30 2.14 6.22
H -5.86 2.55 7.17
H -5.68 1.95 5.51
C -2.96 3.86 4.90
C -4.27 4.40 4.56
N -5.29 4.81 4.29
H -3.03 3.29 5.83
H -2.62 3.20 4.10
H -2.24 4.66 5.03
C -8.57 -3.99 4.05
C -7.14 -4.13 4.27
N -6.02 -4.23 4.45
H -8.85 -2.94 4.09
H -8.84 -4.39 3.07
H -9.12 -4.54 4.82
C 8.78 -1.45 1.40
C 9.05 -1.47 2.84
N 9.26 -1.48 3.95
H 7.74 -1.18 1.23
H 9.42 -0.73 0.91
H 8.97 -2.44 0.98
C -2.72 4.17 -2.07
C -2.58 4.09 -3.52
N -2.47 4.03 -4.65
H -3.33 5.03 -1.81
H -3.20 3.27 -1.70
H -1.74 4.27 -1.61
```

Lowest unoccupied orbital energy: -0.004 Eh
HOMO level: -11.05 eV

Atom charges from the Mulliken analysis, given in e for atoms 1 to 8: -1.726, 0.683, -0.225, -1.698, 1.062, -1.364, 0.103, 1.312


# 4
The following is a quantum chemistry calculation of a structure of composition C33H52N3NiO3P2, from the OMol25 dataset.

Structure (XYZ):
```
94
Properties=species:S:1:pos:R:3
C -2.07 -1.82 -0.75
C 0.02 -1.48 -1.73
C -2.37 -2.86 -1.64
C -0.25 -2.45 -2.70
C -1.47 -3.13 -2.66
H -3.31 -3.40 -1.54
H 0.52 -2.65 -3.44
H -1.69 -3.86 -3.44
N -0.89 -1.20 -0.79
P -2.63 0.45 0.78
P 2.04 -0.52 0.00
C -3.04 -1.31 0.31
H -4.08 -1.40 -0.03
H -2.91 -1.94 1.21
C -0.31 1.82 1.75
O 0.24 2.33 2.65
C 1.28 -0.61 -1.74
H 2.01 -0.99 -2.47
C 3.59 0.62 -0.30
C 2.72 -2.28 0.35
C -3.40 1.54 -0.57
C -3.47 0.61 2.46
C 3.20 1.99 0.26
H 2.89 1.90 1.31
H 4.06 2.66 0.20
H 2.37 2.44 -0.29
C 4.83 0.14 0.47
H 4.64 0.05 1.55
H 5.24 -0.82 0.10
H 5.63 0.89 0.35
C 3.99 0.76 -1.78
H 4.91 1.37 -1.83
H 4.21 -0.20 -2.27
H 3.23 1.28 -2.36
C 3.35 -2.29 1.75
H 2.88 -1.53 2.39
H 3.17 -3.26 2.23
H 4.44 -2.13 1.75
C 1.54 -3.26 0.37
H 0.78 -2.93 1.09
H 1.07 -3.39 -0.61
H 1.91 -4.24 0.70
C 3.71 -2.71 -0.75
H 3.84 -1.97 -1.55
H 4.71 -2.93 -0.33
H 3.36 -3.64 -1.22
C -3.28 2.04 3.01
H -3.54 2.03 4.08
H -2.24 2.38 2.92
H -3.94 2.76 2.52
C -2.79 -0.38 3.42
H -2.92 -1.43 3.12
H -1.71 -0.21 3.53
H -3.25 -0.26 4.42
C -4.96 0.26 2.37
H -5.29 -0.07 3.37
H -5.58 1.13 2.10
H -5.17 -0.56 1.67
C -2.77 1.30 -1.96
H -3.50 1.60 -2.74
H -1.87 1.90 -2.10
H -2.51 0.25 -2.14
C -3.09 3.00 -0.19
H -2.01 3.15 0.01
H -3.34 3.66 -1.03
H -3.65 3.34 0.69
C -4.91 1.26 -0.65
H -5.12 0.20 -0.84
H -5.44 1.58 0.25
H -5.32 1.82 -1.50
Ni -0.50 0.80 0.35
N 0.38 1.56 -1.08
C 0.82 0.83 -2.05
C 0.89 1.41 -3.43
C 0.78 2.80 -3.51
C 1.03 0.65 -4.60
C 0.91 3.46 -4.73
H 0.61 3.36 -2.58
C 1.11 1.31 -5.84
H 1.07 -0.44 -4.56
C 1.09 2.70 -5.90
H 0.88 4.55 -4.76
H 1.22 0.73 -6.76
H 1.21 3.22 -6.87
N 1.71 -0.15 4.60
C 1.34 -1.55 4.97
C 0.44 -2.08 3.84
O -0.14 -3.16 4.07
O 0.41 -1.33 2.80
H 1.93 -0.09 3.58
H 2.51 0.18 5.14
H 0.93 0.51 4.76
H 2.27 -2.13 5.06
H 0.85 -1.54 5.95
```

Expectation value of S²: 2.027
Lowest unoccupied orbital energy (alpha / beta): -0.093 / -0.141 Eh
HOMO level (alpha / beta): -10.22 / -10.96 eV
Net charge: +1
Spin multiplicity: 3

Atom charges from the Mulliken analysis, given in e for atoms 1 to 8: -0.312, -1.025, -0.840, -0.505, -1.256, 0.578, 0.592, 0.446


# 5
The following is a quantum chemistry calculation of a structure of composition C33H53BrN9OS2Sc, from the OMol25 dataset.

Structure (XYZ):
```
100
Properties=species:S:1:pos:R:3
Sc -1.30 -0.37 0.80
C -4.08 0.38 2.51
C -3.80 -1.13 2.52
N -2.36 -1.37 2.68
C -1.90 -0.93 4.03
C -0.62 -0.08 4.05
N -0.37 0.65 2.79
C -0.81 2.06 2.87
C -2.33 2.09 2.95
N -2.93 1.14 1.98
H -4.97 0.57 1.91
H -4.31 0.73 3.51
H -4.38 -1.61 3.31
H -4.11 -1.59 1.58
H -2.20 -2.38 2.60
H -2.72 -0.37 4.48
H -1.75 -1.80 4.67
H -0.68 0.62 4.89
H 0.24 -0.72 4.24
H 0.63 0.64 2.61
H -0.39 2.55 3.75
H -0.45 2.58 1.99
H -2.65 1.80 3.95
H -2.69 3.10 2.78
H -3.23 1.68 1.17
C 6.73 -1.84 0.99
C 5.72 -2.98 0.84
C 5.86 -3.92 2.05
C 6.03 -3.78 -0.43
C 4.31 -2.40 0.74
C 3.29 -2.74 1.60
C 2.05 -2.15 1.45
Br 0.67 -2.74 2.61
C 1.75 -1.21 0.46
O 0.52 -0.65 0.43
C 2.77 -0.91 -0.46
C 4.01 -1.50 -0.28
C 2.52 0.02 -1.65
C 1.45 -0.63 -2.55
C 3.76 0.22 -2.52
C 2.09 1.40 -1.16
H 7.74 -2.24 1.07
H 6.53 -1.26 1.90
H 6.71 -1.16 0.14
H 6.88 -4.28 2.10
H 5.21 -4.78 1.97
H 5.64 -3.40 2.98
H 7.03 -4.20 -0.37
H 5.99 -3.14 -1.32
H 5.32 -4.59 -0.57
H 3.44 -3.46 2.40
H 4.80 -1.25 -0.98
H 1.83 -1.57 -2.95
H 1.23 0.01 -3.40
H 0.53 -0.84 -2.01
H 4.13 -0.72 -2.94
H 4.57 0.70 -1.98
H 3.51 0.86 -3.36
H 1.23 1.35 -0.49
H 1.85 2.04 -2.01
H 2.90 1.87 -0.61
C -4.70 2.27 -0.35
C -4.80 0.81 -0.64
N -3.83 -0.06 -0.52
C -4.27 -1.32 -0.87
C -5.59 -1.40 -1.19
S -6.29 0.15 -1.15
C -3.31 -2.41 -1.02
C -3.59 -3.53 -1.74
S -2.22 -4.52 -1.85
C -1.33 -3.41 -0.91
N -2.01 -2.35 -0.52
C 0.11 -3.72 -0.67
H -3.68 2.62 -0.47
H -5.05 2.52 0.66
H -5.32 2.84 -1.05
H -6.16 -2.26 -1.48
H -4.50 -3.77 -2.26
H 0.42 -4.52 -1.35
H 0.26 -4.07 0.35
H 0.73 -2.85 -0.85
C -2.53 4.77 -3.35
C -1.04 5.06 -3.21
C -0.75 6.02 -2.06
C -0.21 3.78 -3.14
N -0.69 2.80 -2.15
C -1.03 1.52 -2.34
N -1.24 0.97 -1.16
N -1.07 1.95 -0.27
N -0.76 3.05 -0.85
H -3.07 5.67 -3.63
H -2.95 4.43 -2.40
H -2.74 4.01 -4.11
H -0.70 5.53 -4.14
H -1.05 5.60 -1.10
H -1.30 6.95 -2.21
H 0.31 6.27 -2.01
H 0.83 3.98 -2.90
H -0.25 3.25 -4.10
H -1.06 1.03 -3.29
```

Lowest unoccupied orbital energy: -0.172 Eh
HOMO level: -12.80 eV
Net charge: +2

Atom charges from the Mulliken analysis, given in e for atoms 1 to 8: -1.563, -0.811, -0.755, 0.043, -0.908, -1.086, -0.115, -1.091